No. 1
{"formula": "C17H18N4O5S", "method": "ωB97M-V/def2-TZVPD", "e_tot_ev": -44953.8284, "max_force_ev_per_a": 3.7, "charge": 0, "elements": ["S", "O", "O", "O", "O", "O", "N", "N", "N", "N", "C", "C", "C", "C", "C", "C", "C", "C", "C", "C", "C", "C", "C", "C", "C", "C", "C", "H", "H", "H", "H", "H", "H", "H", "H", "H", "H", "H", "H", "H", "H", "H", "H", "H", "H"], "xyz": [[4.138, -0.705, -3.953], [5.569, -0.907, -3.959], [3.627, -1.734, -2.794], [-2.345, 1.189, -0.227], [3.521, -1.112, -5.203], [3.542, 0.829, -3.440], [-3.939, -0.833, 1.225], [-4.026, -2.649, 2.486], [2.210, 0.958, -0.648], [-1.295, 0.853, 1.760], [1.209, 0.891, 0.311], [1.649, 0.932, -1.926], [-2.533, 0.823, 2.550], [-4.430, -2.115, 1.357], [-0.123, 0.774, -4.088], [2.183, 0.822, -3.246], [-0.656, 0.903, -2.794], [-3.308, -1.630, 3.126], [-1.292, 0.999, 0.372], [-0.005, 0.887, -0.330], [1.260, 0.758, -4.289], [0.268, 0.913, -1.728], [-0.060, 0.382, 2.419], [-3.203, -0.519, 2.336], [-2.753, -1.846, 4.461], [3.658, 1.025, -0.353], [1.206, 0.937, 1.839], [-1.733, 0.894, -2.603], [-0.771, 0.764, -4.950], [-0.104, 0.684, 3.469], [4.038, 2.024, -0.461], [3.847, 0.657, 0.656], [-3.210, 1.651, 2.271], [1.330, 1.973, 2.148], [3.992, -2.585, -3.078], [4.234, 0.398, -1.041], [2.075, 0.349, 2.225], [-2.302, 0.939, 3.604], [-0.044, -0.715, 2.401], [-2.248, -0.971, 4.859], [-3.599, -2.094, 5.072], [-2.080, -2.753, 4.444], [1.615, 0.731, -5.295], [-4.068, -0.183, 0.416], [-5.047, -2.587, 0.598]], "lowdin_charge": [0.705, -0.253, -0.144, 0.045, -0.255, -0.125, 0.086, 0.094, -0.007, -0.035, -0.113, -0.075, -0.064, -0.181, -0.056, -0.258, 0.022, -0.333, -0.357, -0.036, -0.020, -0.108, -0.150, -0.205, -0.051, 0.020, -0.090, 0.112, 0.101, 0.124, 0.089, 0.089, 0.135, 0.126, 0.098, 0.078, 0.129, 0.111, 0.135, 0.064, 0.069, 0.100, 0.109, 0.159, 0.114]}

No. 2
{"formula": "C17H18N4OS", "method": "ωB97M-V/def2-TZVPD", "e_tot_ev": -36763.7082, "max_force_ev_per_a": 4.4, "charge": 0, "elements": ["S", "O", "N", "N", "N", "N", "C", "C", "C", "C", "C", "C", "C", "C", "C", "C", "C", "C", "C", "C", "C", "C", "C", "H", "H", "H", "H", "H", "H", "H", "H", "H", "H", "H", "H", "H", "H", "H", "H", "H", "H"], "xyz": [[-1.625, 2.607, 0.168], [0.481, 1.683, -3.031], [-1.305, -0.978, 2.915], [-1.263, 3.167, -2.690], [-2.470, 0.001, 4.344], [-1.937, 1.301, 2.547], [-0.632, 1.585, -0.981], [-0.255, 0.401, -0.440], [-0.443, 2.094, -2.324], [-1.375, 3.830, -3.954], [1.606, -1.868, 1.643], [2.463, -2.760, 0.971], [-1.840, 0.170, 3.237], [2.184, -0.883, 2.599], [3.238, -4.516, -0.623], [2.081, -3.804, 0.101], [0.225, -1.981, 1.393], [-0.592, -0.884, 1.809], [-1.579, 5.322, -3.721], [0.700, -3.886, -0.051], [-0.731, 0.166, 0.896], [-1.429, 1.310, 1.328], [-0.204, -3.016, 0.577], [3.145, -1.375, 3.021], [-3.040, 0.782, 4.546], [3.504, -2.417, 1.150], [-1.246, -3.023, 0.370], [0.193, -4.703, -0.526], [-2.805, -0.935, 4.473], [-0.607, 3.638, -4.645], [0.103, -0.416, -1.086], [2.752, -4.961, -1.542], [-1.828, 5.817, -4.625], [3.593, -5.349, -0.060], [1.557, -0.686, 3.487], [-0.661, 5.829, -3.387], [-2.361, 3.574, -4.354], [-1.932, 3.325, -2.006], [-2.182, 5.611, -2.866], [4.039, -3.813, -0.823], [2.475, 0.042, 2.159]], "lowdin_charge": [1.091, 0.053, 0.211, 0.029, 0.160, 0.130, -0.366, -0.008, -0.480, -0.217, -0.215, -0.011, -0.521, -0.041, -0.038, -0.238, -0.164, -0.210, -0.093, -0.043, -0.152, -0.521, -0.013, 0.111, 0.098, 0.123, 0.111, 0.101, 0.118, 0.109, 0.147, 0.095, 0.058, 0.060, 0.088, 0.077, 0.116, 0.028, 0.071, 0.073, 0.071]}

No. 3
{"formula": "C17H18O6", "method": "ωB97M-V/def2-TZVPD", "e_tot_ev": -30204.1554, "max_force_ev_per_a": 4.1, "charge": 0, "elements": ["O", "O", "O", "O", "O", "O", "C", "C", "C", "C", "C", "C", "C", "C", "C", "C", "C", "C", "C", "C", "C", "C", "C", "H", "H", "H", "H", "H", "H", "H", "H", "H", "H", "H", "H", "H", "H", "H", "H", "H", "H"], "xyz": [[-4.178, -0.031, 0.577], [-1.060, 2.334, 0.896], [-0.819, -0.741, -2.203], [-1.349, -1.260, -0.085], [-0.269, 0.518, 2.170], [-1.099, -0.223, 4.162], [3.758, -1.103, -0.502], [-0.188, 3.250, 1.589], [-2.920, 0.071, 1.150], [-0.624, 0.945, 0.835], [2.706, -0.219, -0.858], [2.826, 0.423, -2.103], [4.843, -0.692, -2.636], [3.839, 0.178, -3.014], [4.845, -1.303, -1.386], [1.580, 0.019, 0.099], [0.600, 0.957, -0.051], [-2.644, -0.003, 2.502], [-1.249, 0.047, 2.983], [-0.871, -1.561, -1.302], [-5.288, 0.415, 1.357], [-1.762, 0.109, 0.174], [-0.442, -2.958, -1.609], [-6.175, 0.551, 0.733], [-1.211, -3.621, -1.189], [-3.417, -0.203, 3.228], [0.522, -3.174, -1.182], [-5.480, -0.345, 2.090], [-2.107, 0.601, -0.706], [3.783, -1.649, 0.421], [-0.406, -3.094, -2.712], [-5.066, 1.377, 1.901], [-0.507, 3.307, 2.644], [2.020, 1.145, -2.342], [0.876, 2.991, 1.580], [1.478, -0.662, 0.926], [3.820, 0.616, -3.979], [-0.292, 4.249, 1.194], [5.689, -1.965, -1.200], [5.611, -0.942, -3.317], [0.627, 1.644, -0.834]], "lowdin_charge": [-0.066, -0.105, 0.089, 0.079, 0.096, 0.107, -0.027, -0.058, -0.156, -0.364, -0.195, -0.036, -0.101, -0.076, -0.075, 0.006, 0.008, 0.096, -0.434, -0.517, -0.063, -0.095, 0.030, 0.094, 0.094, 0.121, 0.082, 0.078, 0.161, 0.100, 0.106, 0.117, 0.096, 0.117, 0.095, 0.118, 0.095, 0.084, 0.102, 0.088, 0.107]}

No. 4
{"formula": "C17H19BeCl3N6OSb", "method": "ωB97M-V/def2-TZVPD", "e_tot_ev": -73432.0689, "max_force_ev_per_a": 0.6, "charge": 1, "elements": ["Sb", "Cl", "Cl", "Cl", "O", "N", "N", "N", "N", "N", "N", "C", "C", "C", "C", "C", "C", "C", "C", "C", "C", "C", "C", "C", "C", "C", "C", "C", "Be", "H", "H", "H", "H", "H", "H", "H", "H", "H", "H", "H", "H", "H", "H", "H", "H", "H", "H", "H"], "xyz": [[1.489, -0.961, 0.762], [2.189, 1.624, -2.098], [3.695, 6.308, 0.005], [-0.765, 3.947, 1.815], [-0.138, 1.852, -0.109], [-0.674, -0.672, -1.982], [-1.819, -0.227, 0.225], [-1.989, 1.165, 2.040], [-4.821, -2.413, 1.669], [-3.304, -2.047, -0.007], [-3.426, -0.621, 1.915], [-0.373, -1.796, -4.063], [3.423, -0.137, 1.043], [2.784, 3.945, -0.929], [-1.357, -2.714, -3.744], [0.751, 2.832, -0.135], [0.595, 3.918, 0.735], [1.879, 2.898, -0.956], [-3.829, -1.664, 1.195], [-0.062, -0.792, -3.161], [0.994, -1.364, 2.792], [2.011, -2.929, 0.143], [-1.653, -1.552, -1.699], [-2.326, -1.291, -0.406], [-2.019, -2.585, -2.533], [2.576, 4.991, -0.049], [-2.427, 0.089, 1.401], [1.477, 4.981, 0.789], [-0.371, 0.390, -0.501], [0.688, -0.058, -3.398], [2.723, -3.354, 0.846], [0.076, -1.945, 2.841], [4.002, -0.795, 1.685], [1.800, -1.923, 3.262], [1.303, 5.791, 1.482], [-1.300, 1.774, 1.608], [1.121, -3.553, 0.113], [2.458, -2.902, -0.847], [0.155, -1.841, -5.004], [-5.149, -3.200, 1.138], [3.919, -0.027, 0.084], [-5.249, -2.172, 2.547], [-2.812, -3.250, -2.225], [3.637, 3.939, -1.589], [-2.445, 1.432, 2.897], [-1.615, -3.509, -4.430], [3.333, 0.842, 1.508], [0.847, -0.426, 3.323]], "lowdin_charge": [1.409, 0.742, 0.703, 0.781, -0.173, 0.089, 0.117, 0.191, 0.197, 0.201, 0.193, -0.013, -0.298, -0.125, -0.010, -0.398, -0.542, -0.556, -0.412, -0.078, -0.300, -0.303, -0.169, -0.265, 0.028, -0.668, -0.390, -0.120, 0.049, 0.068, 0.015, 0.005, 0.017, 0.016, 0.113, 0.003, 0.005, 0.007, 0.122, 0.120, 0.001, 0.123, 0.124, 0.110, 0.125, 0.125, 0.013, 0.009]}